11
Properties=species:S:1:pos:R:3 method="wB97M-V/def2-TZVPD" de_lowest_kj_mol=153.5 smiles="O=C(O)C(=S)CO"
C 1.065 -1.147 0.053
C 0.136 0.069 0.017
C -1.289 -0.351 -0.006
H 2.597 0.092 0.242
H 0.804 -1.853 -0.739
H 0.962 -1.632 1.010
H -3.125 0.337 -0.034
O 2.428 -0.841 -0.123
O -2.156 0.661 -0.065
O -1.649 -1.513 0.036
S 0.644 1.573 0.022

26
Properties=species:S:1:pos:R:3 method="wB97M-V/def2-TZVPD" charge=+1 de_lowest_kj_mol=0.0
C 1.648 -3.896 -2.173
C -0.867 1.331 -0.819
C -0.039 0.404 -0.262
C 1.277 -3.439 0.049
C 0.984 -1.971 0.288
C -1.187 2.434 -0.031
C 1.675 -4.303 1.192
C -1.657 4.962 0.185
N 1.086 -4.100 -1.057
N -1.163 2.497 1.334
N -1.422 3.638 -0.522
S 0.339 -1.019 -1.067
Br 0.520 -1.422 2.022
H 1.198 -4.356 -3.154
H 2.366 -3.102 -2.342
H -1.478 1.144 -1.733
H 0.439 0.583 0.679
H 0.804 -4.859 1.530
H 2.128 -3.765 2.054
H 2.475 -5.102 0.785
H -1.091 4.882 1.162
H -2.671 5.100 0.277
H -1.170 5.701 -0.489
H -1.290 1.581 1.732
H -1.488 3.308 1.819
H -1.415 3.770 -1.460

12
Properties=species:S:1:pos:R:3 method="wB97M-V/def2-TZVPD" charge=-1 de_lowest_kj_mol=317.3 spin_multiplicity=2
O -1.118 -0.519 1.304
C -0.779 -0.819 0.179
N 0.692 -0.589 -0.112
C 0.823 0.748 -0.629
O 1.484 1.450 0.915
O -0.019 1.578 -0.757
C -1.160 -1.858 -1.018
H 1.115 -0.286 0.816
H 1.640 2.368 1.258
H -0.192 -1.819 -1.799
H -2.129 -1.750 -1.728
H -1.360 -2.892 -0.659

19
Properties=species:S:1:pos:R:3 method="wB97M-V/def2-TZVPD" de_lowest_kj_mol=31.0 smiles=CCC.CC
C 1.869 -2.044 -0.212
C 1.069 -2.070 -1.515
H 2.660 -1.297 -0.298
H 1.206 -1.722 0.596
H 2.277 -3.003 0.098
H 0.239 -2.760 -1.390
H 1.647 -2.349 -2.394
H 0.643 -1.089 -1.720
C -0.801 1.803 1.048
C -1.994 0.884 1.248
C -0.258 1.867 -0.376
H -1.058 2.765 1.422
H 0.002 1.474 1.706
H -2.594 0.685 0.379
H 0.086 2.868 -0.634
H -2.736 1.284 1.930
H -1.763 -0.067 1.735
H 0.536 1.134 -0.508
H -1.028 1.637 -1.116

20
Properties=species:S:1:pos:R:3 method="wB97M-V/def2-TZVPD" charge=+1 de_lowest_kj_mol=522.8
C 1.318 -0.675 0.983
C 1.763 0.314 0.079
C 1.049 1.060 -0.791
C -0.947 0.583 0.786
C 3.121 0.882 0.392
C 0.393 1.487 -1.775
N -2.132 0.480 0.310
N -2.882 -1.976 0.174
S -0.250 -0.901 1.490
H 2.172 -1.371 1.361
H 3.086 1.603 1.203
H 3.912 0.082 0.641
H 3.439 1.418 -0.437
H -0.439 2.158 -1.712
H 0.623 1.203 -2.792
H -2.637 -0.484 0.415
H -2.620 1.268 -0.233
H -2.522 -2.912 0.484
H -2.554 -2.094 -0.812
H -3.893 -2.128 0.233

18
Properties=species:S:1:pos:R:3 method="wB97M-V/def2-TZVPD" de_lowest_kj_mol=44.7 smiles=N[C@@H](CO)CS.O
C 0.110 -0.273 -0.581
O -1.317 -0.277 -0.646
C 0.574 -0.749 0.821
C 2.013 -0.236 0.986
S 2.983 -1.115 2.258
N -0.287 -0.453 1.916
H 0.409 0.758 -0.752
H 0.510 -1.022 -1.260
H -1.624 -0.695 -1.461
H 0.633 -1.835 0.724
H 2.496 -0.333 0.017
H 2.011 0.825 1.233
H 1.946 -1.361 3.077
H -0.966 0.306 1.833
H -0.875 -1.226 2.222
H -2.217 2.862 -3.118
H -3.500 2.070 -3.491
O -2.898 2.755 -3.778